{
  "formula": "C21H27N3O4S2",
  "method": "ωB97M-V with the def2-TZVPD basis set",
  "smiles": "COc1ccc(N2CCN(C(=O)C3CCN(S(=O)(=O)c4cccs4)CC3)CC2)cc1",
  "charge": 0,
  "homo_lumo_gap_ev": 7.648,
  "e_lumo_ev": 0.493,
  "relative_energy_kcal_mol": 70.08,
  "symbols": ["C", "H", "O", "C", "C", "C", "C", "C", "C", "H", "H", "N", "C", "H", "C", "N", "C", "O", "C", "H", "C", "C", "N", "S", "O", "O", "C", "C", "C", "C", "S", "H", "H", "H", "C", "C", "H", "H", "H", "H", "H", "H", "H", "H", "C", "H", "C", "H", "H", "H", "H", "H", "H", "H", "H", "H", "H"],
  "positions_angstrom": [[-0.19, 5.30, -1.95], [-0.22, 5.43, -3.04], [-0.76, 4.08, -1.56], [-0.18, 2.92, -2.01], [0.94, 2.86, -2.83], [1.45, 1.63, -3.21], [0.90, 0.43, -2.77], [-0.26, 0.51, -1.98], [-0.78, 1.73, -1.61], [-1.65, 1.77, -0.97], [-0.77, -0.37, -1.64], [1.45, -0.79, -3.19], [2.89, -0.94, -3.16], [3.36, 0.04, -3.17], [3.33, -1.70, -1.88], [2.26, -1.66, -0.91], [2.30, -0.70, 0.05], [3.29, -0.01, 0.21], [1.09, -0.59, 0.97], [0.18, -0.78, 0.41], [1.20, -1.62, 2.10], [-0.13, -1.66, 2.86], [-0.86, -0.41, 2.72], [-2.10, -0.43, 1.61], [-1.92, -1.46, 0.62], [-2.38, 0.90, 1.18], [-3.44, -0.95, 2.65], [-4.38, -0.15, 3.22], [-5.28, -0.88, 4.04], [-4.99, -2.20, 4.07], [-3.62, -2.59, 3.10], [-5.50, -2.98, 4.60], [-6.10, -0.43, 4.57], [-4.42, 0.91, 3.05], [-0.03, 0.77, 2.75], [0.98, 0.80, 1.58], [1.96, 1.12, 1.93], [0.65, 1.50, 0.81], [-0.70, 1.63, 2.69], [0.48, 0.78, 3.71], [-0.78, -2.44, 2.46], [0.03, -1.85, 3.93], [2.02, -1.33, 2.76], [1.43, -2.62, 1.70], [1.12, -2.43, -1.36], [1.39, -3.49, -1.31], [0.81, -2.03, -2.83], [-0.27, -1.94, -2.99], [1.19, -2.79, -3.51], [0.26, -2.28, -0.72], [3.55, -2.75, -2.10], [4.21, -1.24, -1.44], [3.21, -1.49, -4.05], [2.31, 1.62, -3.87], [1.42, 3.75, -3.20], [0.84, 5.39, -1.61], [-0.80, 6.07, -1.48]]
}

=====

{
  "formula": "C2H4Cl2N2O",
  "method": "ωB97M-V with the def2-TZVPD basis set",
  "charge": 0,
  "homo_lumo_gap_ev": [7.340, 7.683],
  "e_lumo_ev": [-0.755, -0.652],
  "relative_energy_kcal_mol": 131.58,
  "symbols": ["C", "C", "N", "N", "O", "Cl", "Cl", "H", "H", "H", "H"],
  "positions_angstrom": [[1.39, 0.39, -1.08], [0.19, -0.63, 0.75], [0.75, 0.42, 0.08], [-2.27, -0.06, -0.35], [-1.69, -0.82, 0.37], [0.91, -2.17, 0.39], [-2.93, 1.38, 0.76], [1.47, 1.29, -1.80], [1.91, -0.43, -1.44], [-0.12, -0.55, 1.73], [0.39, 1.18, 0.58]]
}

=====

{
  "formula": "CH4N2O2",
  "method": "ωB97M-V with the def2-TZVPD basis set",
  "smiles": "[H]/N=[N+](/[O-])OC",
  "charge": 0,
  "homo_lumo_gap_ev": 10.303,
  "e_lumo_ev": 0.115,
  "relative_energy_kcal_mol": 133.40,
  "symbols": ["C", "N", "N", "O", "O", "H", "H", "H", "H"],
  "positions_angstrom": [[1.27, 0.32, 0.10], [-2.06, -0.86, -0.05], [-1.11, -0.14, -0.03], [-1.15, 1.34, -0.42], [0.21, -0.67, 0.07], [1.86, 0.26, -0.76], [2.03, 0.35, 0.96], [0.75, 1.29, 0.04], [-1.79, -1.90, 0.10]]
}

=====

{
  "formula": "C2H2ClO3P",
  "method": "ωB97M-V with the def2-TZVPD basis set",
  "charge": 0,
  "homo_lumo_gap_ev": 9.358,
  "e_lumo_ev": -1.047,
  "relative_energy_kcal_mol": 6.06,
  "symbols": ["C", "C", "O", "O", "O", "P", "Cl", "H", "H"],
  "positions_angstrom": [[0.98, 1.18, 0.52], [0.17, 0.80, -0.50], [-0.65, -1.07, 1.58], [1.58, 1.23, 1.49], [0.55, -1.99, -0.45], [-0.43, -1.09, 0.13], [-2.12, -1.10, -0.97], [0.76, 0.80, -1.42], [-0.84, 1.25, -0.38]]
}

=====

{
  "formula": "C12H14MoN5O3S2",
  "method": "ωB97M-V with the def2-TZVPD basis set",
  "charge": 3,
  "homo_lumo_gap_ev": [5.336, 3.919],
  "e_lumo_ev": [-13.654, -14.397],
  "relative_energy_kcal_mol": 43.21,
  "symbols": ["Mo", "C", "S", "C", "S", "N", "N", "C", "C", "C", "C", "C", "C", "N", "H", "H", "H", "H", "H", "H", "H", "H", "N", "C", "C", "O", "N", "C", "C", "O", "O", "H", "H", "H", "H", "H", "H"],
  "positions_angstrom": [[-0.44, -0.49, 0.04], [2.58, -2.26, 4.60], [0.90, -2.59, 4.10], [0.62, -1.51, 2.82], [-1.03, -1.58, 2.05], [1.45, -0.62, 2.37], [1.02, 0.12, 1.37], [1.79, 1.00, 0.77], [1.12, 1.88, -0.15], [1.72, 3.04, -0.66], [0.93, 3.98, -1.30], [-0.44, 3.73, -1.45], [-0.95, 2.52, -1.01], [-0.21, 1.59, -0.38], [2.95, -3.17, 5.08], [3.21, -1.98, 3.76], [2.59, -1.46, 5.35], [2.83, 1.13, 1.05], [2.78, 3.19, -0.53], [1.37, 4.90, -1.67], [-1.09, 4.46, -1.91], [-2.00, 2.29, -1.19], [-2.69, -0.21, 0.00], [-3.26, -0.40, -1.35], [-2.33, -1.25, -2.20], [-2.62, -1.85, -3.18], [-1.00, -1.19, -1.67], [-0.04, -1.87, -2.48], [1.13, -2.26, -1.55], [2.05, -2.94, -1.82], [0.93, -1.62, -0.37], [-3.09, -0.96, 0.58], [-3.10, 0.64, 0.40], [-3.38, 0.56, -1.88], [-4.25, -0.87, -1.33], [0.39, -1.22, -3.27], [-0.46, -2.75, -2.99]]
}

=====

{
  "formula": "C2H5NP2",
  "method": "ωB97M-V with the def2-TZVPD basis set",
  "smiles": "C1N=PCP1",
  "charge": 0,
  "homo_lumo_gap_ev": 8.837,
  "e_lumo_ev": -0.164,
  "relative_energy_kcal_mol": 12.52,
  "symbols": ["C", "C", "N", "P", "P", "H", "H", "H", "H", "H"],
  "positions_angstrom": [[0.93, -0.73, -0.71], [-0.66, 0.75, 1.01], [0.76, 0.57, -1.31], [0.12, 1.69, -0.48], [-0.51, -1.03, 0.51], [0.86, -1.45, -1.47], [1.72, -0.82, -0.04], [-0.08, 0.78, 1.87], [-1.60, 1.09, 1.21], [-1.53, -0.85, -0.59]]
}

=====

Question: Number 6 is which compound?
Answer: C2H5NP2

=====

Question: Number 3 is which compound?
Answer: CH4N2O2